Below is an isolated molecule of C12H27O2PS2 in a non-equilibrium geometry, with properties calculated with the ωB97M-V functional and the def2-TZVPD basis.

Last column: Mulliken charge in e.
Element x y z (Å)
C -1.560 -2.931 -4.287  -1.2196
C -0.646 -1.967 -3.491  -0.2580
C -0.294 -2.550 -2.123  -0.7339
C 0.565 -1.582 -1.364  -0.8743
C 0.684 -1.975 0.153  0.5219
C 1.457 -3.336 0.359  -0.9339
C 2.875 -3.327 -0.201  -1.0991
C 1.396 -0.816 0.899  -1.2932
O 0.566 0.376 0.832  -0.1794
P 1.334 1.816 1.005  0.5860
S 2.321 1.841 2.691  -0.4208
S 2.722 2.243 -0.470  -0.3038
O 0.257 3.044 0.970  -0.1531
C -1.009 2.628 1.507  -0.7007
C -1.834 3.857 1.867  0.7250
C -3.241 3.492 2.303  -1.5266
C -1.122 4.705 2.908  -1.3932
H -1.207 -3.973 -4.315  0.3281
H -1.696 -2.571 -5.335  0.3508
H -2.583 -2.928 -3.828  0.2892
H -1.232 -1.044 -3.315  0.2642
H 0.292 -1.737 -4.050  0.3263
H 0.208 -3.505 -2.238  0.3352
H -1.197 -2.772 -1.592  0.3791
H 1.554 -1.466 -1.817  0.2662
H 0.088 -0.583 -1.357  0.3354
H -0.331 -2.079 0.606  0.3625
H 0.867 -4.160 -0.031  0.4175
H 1.577 -3.521 1.406  0.4940
H 3.405 -4.282 -0.026  0.3905
H 3.481 -2.569 0.305  0.2695
H 2.835 -3.139 -1.281  0.2460
H 2.363 -0.627 0.370  0.4430
H 1.639 -1.063 1.935  0.4155
H 3.395 3.109 0.318  0.2106
H -1.537 2.026 0.767  0.3394
H -0.885 1.963 2.377  0.4209
H -1.853 4.511 0.984  0.1871
H -3.676 2.909 1.470  0.3827
H -3.855 4.365 2.450  0.4196
H -3.243 2.828 3.172  0.3426
H -1.086 4.184 3.901  0.2838
H -1.671 5.651 2.998  0.3894
H -0.126 4.956 2.569  0.3677

Output
**HOMO energy**: -8.5 eV
**Energy relative to the best compared isomer or geometry (same formula, charge and spin)**: 2.9 kcal per mole
**Structure (SMILES)**: CCCC[C@@H](CC)CO[P@@](=S)(S)OCC(C)C
**Orbital gap**: 8.98 eV